(1)
Density functional theory data (ωB97M-V/def2-TZVPD) for 10 unconnected molecules or ions with the total composition C26H84N9O2 at a distorted geometry.

Last columns: bonded neighbours and bond lengths (Å).
CARTESIAN COORDINATES (ANGSTROEM)
1 N -3.5968 3.5936 -4.8485  H2 1.010, H3 1.010, H4 1.010, H5 1.010
2 H -3.5771 4.2822 -5.5871  N1 1.010
3 H -4.4159 3.0209 -4.9937  N1 1.010
4 H -3.6856 4.0629 -3.9585  N1 1.010
5 H -2.7142 3.1230 -4.7085  N1 1.010
6 N 3.3405 1.2445 -7.6421  H7 1.010, H8 1.010, H9 1.010, H10 1.010
7 H 2.7258 1.2848 -6.8417  N6 1.010
8 H 3.5941 2.1682 -7.9626  N6 1.010
9 H 2.9103 0.6788 -8.3597  N6 1.010
10 H 4.2419 0.9949 -7.2609  N6 1.010
11 N 1.9502 5.3027 -0.9311  H12 1.010, H13 1.010, H14 1.010, H15 1.010
12 H 1.2755 6.0052 -0.6638  N11 1.010
13 H 2.8231 5.7572 -1.1580  N11 1.010
14 H 1.7439 4.6782 -1.6977  N11 1.010
15 H 2.1007 4.6403 -0.1837  N11 1.010
16 N -2.5124 3.2493 2.5532  H17 1.010, H18 1.010, H19 1.010, H20 1.010
17 H -2.1715 3.5581 3.4523  N16 1.010
18 H -1.8078 2.6741 2.1141  N16 1.010
19 H -2.7464 4.0243 1.9493  N16 1.010
20 H -3.2979 2.6551 2.7770  N16 1.010
21 N 4.3586 1.3682 5.4695  H22 1.010, H23 1.010, H24 1.010, H25 1.010
22 H 5.0275 2.1185 5.3713  N21 1.010
23 H 4.8182 0.4944 5.6828  N21 1.010
24 H 3.8424 1.4203 4.6030  N21 1.010
25 H 3.7529 1.5857 6.2479  N21 1.010
26 O 0.8542 0.8464 -2.6730  C27 1.371
27 C 0.6433 -0.2181 -1.8350  O26 1.371, C28 1.622, H30 1.090, H31 1.090
28 C 1.4720 -0.3767 -0.4496  C27 1.622, O29 1.429, H32 1.090, H33 1.090
29 O 1.5227 0.6597 0.5325  C28 1.429
30 H 0.7862 -1.0598 -2.5127  C27 1.090
31 H -0.4258 -0.2215 -1.6225  C27 1.090
32 H 2.5123 -0.6731 -0.5833  C28 1.090
33 H 1.1143 -1.2794 0.0457  C28 1.090
34 C -5.5559 -0.7591 4.2421  C35 1.536, H41 1.090, H42 1.090, H43 1.090
35 C -6.5710 -0.1423 5.2162  C34 1.536, N36 1.498, H44 1.090, H45 1.090
36 N -6.6404 1.3532 5.1723  C35 1.498, C37 1.483, C39 1.465
37 C -7.4629 1.7861 4.0172  N36 1.483, C38 1.548, H46 1.090, H47 1.090
38 C -7.6817 3.3157 3.9186  C37 1.548, H48 1.090, H49 1.090, H50 1.090
39 C -7.1407 1.9336 6.4214  N36 1.465, C40 1.523, H51 1.090, H52 1.090
40 C -8.3410 1.1797 6.9771  C39 1.523, H53 1.090, H54 1.090, H55 1.090
41 H -5.6765 -1.8395 4.1627  C34 1.090
42 H -4.5232 -0.4269 4.3480  C34 1.090
43 H -5.7067 -0.2971 3.2664  C34 1.090
44 H -7.4948 -0.6760 4.9928  C35 1.090
45 H -6.2557 -0.5388 6.1813  C35 1.090
46 H -7.0670 1.3617 3.0945  C37 1.090
47 H -8.4585 1.3438 4.0523  C37 1.090
48 H -8.0937 3.4907 2.9248  C38 1.090
49 H -8.3778 3.7728 4.6218  C38 1.090
50 H -6.7545 3.8370 4.1567  C38 1.090
51 H -7.4470 2.9796 6.4346  C39 1.090
52 H -6.3579 1.9138 7.1797  C39 1.090
53 H -7.9002 0.2025 7.1742  C40 1.090
54 H -9.1214 1.0043 6.2366  C40 1.090
55 H -8.6101 1.5966 7.9476  C40 1.090
56 C 3.0758 -3.7587 7.8617  C57 1.543, H63 1.090, H64 1.090, H65 1.090
57 C 4.3306 -3.9225 6.9796  C56 1.543, N58 1.522, H66 1.090, H67 1.090
58 N 5.4426 -3.0023 7.4626  C57 1.522, C59 1.465, C61 1.469
59 C 6.6628 -3.2076 6.6787  N58 1.465, C60 1.550, H68 1.090, H69 1.090
60 C 6.3675 -3.2709 5.1579  C59 1.550, H70 1.090, H71 1.090, H72 1.090
61 C 5.8157 -3.2730 8.8573  N58 1.469, C62 1.563, H73 1.090, H74 1.090
62 C 6.6637 -2.1991 9.6133  C61 1.563, H75 1.090, H76 1.090, H77 1.090
63 H 3.0955 -2.8057 8.3903  C56 1.090
64 H 3.0646 -4.5746 8.5843  C56 1.090
65 H 2.1198 -4.0122 7.4037  C56 1.090
66 H 4.5557 -4.9845 6.8819  C57 1.090
67 H 4.0027 -3.4935 6.0327  C57 1.090
68 H 7.2948 -2.3924 7.0310  C59 1.090
69 H 7.1823 -4.1083 7.0056  C59 1.090
70 H 5.6553 -3.9827 4.7405  C60 1.090
71 H 6.0256 -2.2910 4.8249  C60 1.090
72 H 7.3057 -3.3828 4.6144  C60 1.090
73 H 6.3928 -4.1957 8.9186  C61 1.090
74 H 4.9550 -3.4906 9.4898  C61 1.090
75 H 7.7392 -2.2391 9.4405  C62 1.090
76 H 6.5158 -2.3035 10.6882  C62 1.090
77 H 6.2243 -1.2841 9.2160  C62 1.090
78 C 9.2457 -0.4573 -8.0522  C79 1.515, H85 1.090, H86 1.090, H87 1.090
79 C 9.0880 -1.4133 -6.8871  C78 1.515, N80 1.517, H88 1.090, H89 1.090
80 N 8.1608 -0.8976 -5.8026  C79 1.517, C81 1.466, C83 1.462
81 C 8.8357 0.1800 -5.0727  N80 1.466, C82 1.492, H90 1.090, H91 1.090
82 C 7.9271 0.8359 -4.0881  C81 1.492, H92 1.090, H93 1.090, H94 1.090
83 C 7.7112 -2.0691 -5.0519  N80 1.462, C84 1.564, H95 1.090, H96 1.090
84 C 6.7307 -3.0754 -5.7394  C83 1.564, H97 1.090, H98 1.090, H99 1.090
85 H 8.3361 0.0646 -8.3495  C78 1.090
86 H 9.6409 -0.9173 -8.9579  C78 1.090
87 H 9.8044 0.4535 -7.8369  C78 1.090
88 H 8.5959 -2.1851 -7.4789  C79 1.090
89 H 10.0710 -1.7331 -6.5416  C79 1.090
90 H 9.7125 -0.1994 -4.5479  C81 1.090
91 H 9.1785 0.9858 -5.7219  C81 1.090
92 H 7.5029 0.0965 -3.4087  C82 1.090
93 H 8.3210 1.6299 -3.4538  C82 1.090
94 H 7.1498 1.3982 -4.6056  C82 1.090
95 H 7.2661 -1.7584 -4.1066  C83 1.090
96 H 8.5670 -2.6885 -4.7837  C83 1.090
97 H 6.7603 -3.8923 -5.0184  C84 1.090
98 H 7.0068 -3.5235 -6.6938  C84 1.090
99 H 5.7983 -2.5110 -5.7558  C84 1.090
100 C -5.7464 -1.6086 -6.0915  C101 1.533, H107 1.090, H108 1.090, H109 1.090
101 C -6.6986 -1.3152 -4.9260  C100 1.533, N102 1.489, H110 1.090, H111 1.090
102 N -7.4109 -0.0399 -5.2161  C101 1.489, C103 1.471, C105 1.463
103 C -7.8275 0.5390 -3.9297  N102 1.471, C104 1.543, H112 1.090, H113 1.090
104 C -9.0814 -0.1527 -3.3543  C103 1.543, H114 1.090, H115 1.090, H116 1.090
105 C -8.3429 -0.0113 -6.3435  N102 1.463, C106 1.521, H117 1.090, H118 1.090
106 C -8.8018 1.4107 -6.6264  C105 1.521, H119 1.090, H120 1.090, H121 1.090
107 H -4.6886 -1.3810 -5.9598  C100 1.090
108 H -6.0249 -1.1247 -7.0277  C100 1.090
109 H -5.6649 -2.6645 -6.3496  C100 1.090
110 H -7.5200 -2.0314 -4.9067  C101 1.090
111 H -6.0319 -1.2316 -4.0677  C101 1.090
112 H -8.0072 1.6074 -4.0493  C103 1.090
113 H -7.0017 0.3725 -3.2380  C103 1.090
114 H -9.9876 -0.1814 -3.9594  C104 1.090
115 H -9.4573 0.3643 -2.4714  C104 1.090
116 H -8.8270 -1.1428 -2.9759  C104 1.090
117 H -7.9961 -0.4956 -7.2564  C105 1.090
118 H -9.2510 -0.5051 -5.9977  C105 1.090
119 H -9.2604 1.4900 -7.6120  C106 1.090
120 H -9.4981 1.7690 -5.8682  C106 1.090
121 H -7.9923 2.1293 -6.7547  C106 1.090

* orbital gap: 0.1006 Eh
* largest force on an atom: 2.8 eV Å⁻¹
* charge: +3
* energy: -1682.82642 Ha
* ΔE to the lowest compared entry with this formula, charge and spin: 293.4 kcal/mol
* highest occupied orbital energy: -9.6 eV

(2)
Density functional theory data (ωB97M-V/def2-TZVPD) for 16 unconnected molecules or ions with the total composition C26H84O16 at a distorted geometry.

Last columns: bonded neighbours and bond lengths (Å).
CARTESIAN COORDINATES (ANGSTROEM)
1 C 10.6044 -25.1292 10.8142  C2 1.543, H4 1.090, H5 1.090, H6 1.090
2 C 9.3860 -25.8981 10.2606  C1 1.543, O3 1.454, H7 1.090, H8 1.090
3 O 9.1385 -25.5545 8.8698  C2 1.454, H9 0.960
4 H 10.4531 -24.0501 10.8412  C1 1.090
5 H 11.5336 -25.2845 10.2658  C1 1.090
6 H 10.6935 -25.5765 11.8042  C1 1.090
7 H 8.4923 -25.5079 10.7476  C2 1.090
8 H 9.6408 -26.9572 10.2978  C2 1.090
9 H 8.6190 -24.7503 8.9402  O3 0.960
10 C 16.8206 -23.3468 8.9803  C11 1.566, H13 1.090, H14 1.090, H15 1.090
11 C 17.6683 -24.6626 9.0252  C10 1.566, O12 1.419, H16 1.090, H17 1.090
12 O 19.0402 -24.3347 8.8707  C11 1.419, H18 0.960
13 H 17.1724 -22.6335 9.7257  C10 1.090
14 H 15.7976 -23.6392 9.2170  C10 1.090
15 H 16.7989 -22.8429 8.0141  C10 1.090
16 H 17.4078 -25.3960 8.2621  C11 1.090
17 H 17.4415 -25.1014 9.9969  C11 1.090
18 H 19.4811 -25.1875 8.8639  O12 0.960
19 C 15.9558 -30.5544 7.1806  C20 1.513, H22 1.090, H23 1.090, H24 1.090
20 C 16.3246 -29.1201 6.8706  C19 1.513, O21 1.424, H25 1.090, H26 1.090
21 O 16.1262 -28.2877 8.0089  C20 1.424, H27 0.960
22 H 15.3844 -30.6933 8.0984  C19 1.090
23 H 16.8807 -31.0376 7.4955  C19 1.090
24 H 15.5815 -31.1833 6.3728  C19 1.090
25 H 15.8530 -28.7240 5.9713  C20 1.090
26 H 17.3810 -29.1210 6.6020  C20 1.090
27 H 15.2059 -28.0143 8.0122  O21 0.960
28 C 13.5360 -23.4957 16.6819  C29 1.595, H31 1.090, H32 1.090, H33 1.090
29 C 13.5515 -23.1348 18.2351  C28 1.595, O30 1.402, H34 1.090, H35 1.090
30 O 14.0664 -21.8385 18.3753  C29 1.402, H36 0.960
31 H 12.8422 -22.8988 16.0898  C28 1.090
32 H 13.2774 -24.5545 16.6706  C28 1.090
33 H 14.5356 -23.4766 16.2478  C28 1.090
34 H 14.0831 -23.9630 18.7037  C29 1.090
35 H 12.5557 -23.1116 18.6778  C29 1.090
36 H 13.8464 -21.6589 19.2924  O30 0.960
37 C 12.9197 -21.6914 8.4812  C38 1.509, H40 1.090, H41 1.090, H42 1.090
38 C 13.7270 -20.4682 8.8426  C37 1.509, O39 1.449, H43 1.090, H44 1.090
39 O 14.4833 -20.8190 10.0282  C38 1.449, H45 0.960
40 H 12.2299 -21.4351 7.6771  C37 1.090
41 H 12.3316 -21.9813 9.3519  C37 1.090
42 H 13.4329 -22.5531 8.0544  C37 1.090
43 H 12.9646 -19.7372 9.1118  C38 1.090
44 H 14.3460 -20.1173 8.0169  C38 1.090
45 H 15.0252 -20.0660 10.2752  O39 0.960
46 C 18.3508 -27.0267 12.0927  C47 1.519, H49 1.090, H50 1.090, H51 1.090
47 C 19.3992 -25.9297 12.1628  C46 1.519, O48 1.435, H52 1.090, H53 1.090
48 O 18.7019 -24.7218 12.5005  C47 1.435, H54 0.960
49 H 18.9099 -27.9278 11.8409  C46 1.090
50 H 17.6869 -26.9142 11.2356  C46 1.090
51 H 17.9637 -27.2256 13.0921  C46 1.090
52 H 19.8176 -25.7780 11.1678  C47 1.090
53 H 20.2567 -26.1128 12.8103  C47 1.090
54 H 18.3216 -24.3131 11.7195  O48 0.960
55 C 9.9807 -25.3164 14.6933  C56 1.507, H58 1.090, H59 1.090, H60 1.090
56 C 9.3296 -26.1251 15.7862  C55 1.507, O57 1.363, H61 1.090, H62 1.090
57 O 8.0446 -25.7359 16.0205  C56 1.363, H63 0.960
58 H 9.5347 -25.5180 13.7194  C55 1.090
59 H 11.0178 -25.5564 14.4590  C55 1.090
60 H 9.9786 -24.2542 14.9382  C55 1.090
61 H 9.9285 -25.9901 16.6868  C56 1.090
62 H 9.4110 -27.1883 15.5601  C56 1.090
63 H 7.6347 -26.2131 16.7457  O57 0.960
64 C 18.1423 -17.1735 9.7529  C65 1.559, H67 1.090, H68 1.090, H69 1.090
65 C 17.4862 -18.5205 10.1848  C64 1.559, O66 1.418, H70 1.090, H71 1.090
66 O 16.1371 -18.2070 10.4902  C65 1.418, H72 0.960
67 H 19.2115 -17.2176 9.5453  C64 1.090
68 H 18.0466 -16.3907 10.5053  C64 1.090
69 H 17.6538 -16.6151 8.9545  C64 1.090
70 H 18.0298 -18.9834 11.0084  C65 1.090
71 H 17.6223 -19.2313 9.3698  C65 1.090
72 H 16.0151 -18.0510 11.4296  O66 0.960
73 C 20.8340 -21.6864 10.7770  C74 1.513, H76 1.090, H77 1.090, H78 1.090
74 C 20.5198 -20.9482 9.4939  C73 1.513, O75 1.390, H79 1.090, H80 1.090
75 O 19.3966 -21.5486 8.9359  C74 1.390, H81 0.960
76 H 20.0210 -22.0255 11.4190  C73 1.090
77 H 21.4294 -21.0713 11.4517  C73 1.090
78 H 21.4792 -22.5117 10.4757  C73 1.090
79 H 21.3837 -21.1593 8.8637  C74 1.090
80 H 20.3686 -19.8768 9.6257  C74 1.090
81 H 19.4605 -22.5051 8.9872  O75 0.960
82 C 15.4305 -23.2280 12.8770  C83 1.502, H85 1.090, H86 1.090, H87 1.090
83 C 14.4761 -24.0801 12.0908  C82 1.502, O84 1.458, H88 1.090, H89 1.090
84 O 13.4702 -23.3026 11.3766  C83 1.458, H90 0.960
85 H 16.1814 -23.9232 13.2526  C82 1.090
86 H 15.0138 -22.7349 13.7553  C82 1.090
87 H 15.9702 -22.4864 12.2881  C82 1.090
88 H 13.9497 -24.7858 12.7334  C83 1.090
89 H 14.9134 -24.6887 11.2994  C83 1.090
90 H 13.8927 -22.5559 10.9458  O84 0.960
91 C 14.3219 -19.5254 14.3441  C92 1.565, H94 1.090, H95 1.090, H96 1.090
92 C 14.4132 -18.1039 13.6954  C91 1.565, O93 1.314, H97 1.090, H98 1.090
93 O 15.6477 -17.7170 13.4675  C92 1.314, H99 0.960
94 H 13.3583 -19.8560 14.7319  C91 1.090
95 H 15.0035 -19.6598 15.1839  C91 1.090
96 H 14.6383 -20.2890 13.6335  C91 1.090
97 H 13.8431 -17.4205 14.3248  C92 1.090
98 H 13.8494 -18.2185 12.7696  C92 1.090
99 H 15.8627 -16.8496 13.8182  O93 0.960
100 C 9.9967 -21.0419 11.9119  C101 1.508, H103 1.090, H104 1.090, H105 1.090
101 C 11.2664 -20.8846 12.7108  C100 1.508, O102 1.367, H106 1.090, H107 1.090
102 O 11.7057 -19.6220 12.4274  C101 1.367, H108 0.960
103 H 9.3958 -21.8800 12.2650  C100 1.090
104 H 10.2748 -21.2030 10.8703  C100 1.090
105 H 9.2535 -20.2688 12.1072  C100 1.090
106 H 12.0493 -21.6391 12.6342  C101 1.090
107 H 11.1154 -20.8536 13.7898  C101 1.090
108 H 12.1289 -19.8247 11.5899  O102 0.960
109 C 12.6717 -28.4628 14.5183  C110 1.498, H112 1.090, H113 1.090, H114 1.090
110 C 13.7392 -29.4816 14.7782  C109 1.498, O111 1.405, H115 1.090, H116 1.090
111 O 14.4048 -29.2477 15.9933  C110 1.405, H117 0.960
112 H 11.8875 -28.2789 15.2527  C109 1.090
113 H 12.1898 -28.5700 13.5465  C109 1.090
114 H 13.1751 -27.5045 14.3908  C109 1.090
115 H 14.4576 -29.3206 13.9744  C110 1.090
116 H 13.3313 -30.4923 14.7655  C110 1.090
117 H 15.0776 -29.9226 16.1091  O111 0.960
118 O 16.5515 -26.9932 15.5387  H119 0.957, H120 0.957
119 H 16.2957 -27.8055 15.1017  O118 0.957
120 H 15.9895 -26.9497 16.3123  O118 0.957
121 O 13.3126 -28.2693 8.5220  H122 0.957, H123 0.957
122 H 12.6851 -27.8372 7.9426  O121 0.957
123 H 13.0098 -29.1761 8.5702  O121 0.957
124 O 17.2518 -24.5075 16.6626  H125 0.957, H126 0.957
125 H 16.5209 -25.0758 16.9056  O124 0.957
126 H 17.5564 -24.8536 15.8238  O124 0.957

* orbital gap: 0.3573 Eh
* largest force on an atom: 5.8 eV Å⁻¹
* energy: -2244.59378 Ha
* ΔE to the lowest compared entry with this formula, charge and spin: 48.8 kcal/mol
* highest occupied orbital energy: -9.5 eV